1.
Below is C26H15Br4N4O2SbSe4W as an isolated structure at a distorted geometry, with properties calculated with ωB97M-V/def2-TZVPD.

Last column: Löwdin charge in e.
Geometry (Å):
W -0.30 0.36 0.10  1.350
Br -3.43 -4.81 3.45  0.753
C -2.51 -3.22 3.07  -0.750
C -2.35 -2.23 4.07  -0.745
Br -3.06 -2.50 5.78  0.747
C -1.67 -1.05 3.79  -0.660
Br -1.47 0.35 5.02  0.802
C -1.15 -0.85 2.52  -0.396
O -0.52 0.27 2.11  -0.256
C -1.32 -1.83 1.53  -0.375
O -0.83 -1.48 0.32  -0.269
C -1.99 -3.01 1.80  -0.663
Br -2.19 -4.23 0.38  0.817
Se 4.35 2.49 -2.11  0.035
Sb 3.10 0.88 -3.32  -0.170
Se 2.22 0.85 -5.51  -0.057
Se 4.11 -1.36 -2.96  0.242
Se 0.48 0.90 -2.08  0.218
N 6.67 0.89 -0.23  0.158
C 7.89 0.44 -0.69  -0.181
C 9.05 1.10 -1.07  -0.015
C 10.10 0.31 -1.50  -0.086
C 9.99 -1.10 -1.55  -0.088
C 8.83 -1.74 -1.18  -0.011
C 7.76 -0.95 -0.75  -0.219
N 6.49 -1.33 -0.36  0.180
C 5.88 -0.21 -0.07  -0.330
C 4.47 -0.15 0.32  -0.161
C 3.84 1.03 0.71  -0.063
C 2.48 0.99 0.91  -0.133
N 1.74 -0.09 0.64  -0.145
C 2.34 -1.24 0.33  -0.107
C 3.71 -1.31 0.21  -0.058
H 6.37 1.85 -0.20  0.101
H 9.14 2.18 -1.04  0.111
H 11.03 0.78 -1.80  0.102
H 10.84 -1.67 -1.89  0.101
H 8.74 -2.82 -1.22  0.113
H 4.36 1.97 0.83  0.095
H 1.93 1.87 1.21  0.127
H 1.70 -2.08 0.13  0.130
H 4.19 -2.24 -0.06  0.105
C -1.36 2.27 0.15  -0.228
C -2.51 1.37 0.23  -0.377
C -2.77 0.49 -0.84  -0.112
C -3.66 -0.58 -0.69  0.000
C -4.31 -0.77 0.51  -0.214
C -4.08 0.11 1.59  0.002
C -3.20 1.14 1.45  -0.023
C -5.20 -1.89 0.69  -0.177
N -5.90 -2.78 0.84  0.190
H -1.17 2.86 1.04  0.078
H -1.27 2.84 -0.76  0.046
H -2.35 0.68 -1.82  0.076
H -3.84 -1.26 -1.51  0.135
H -4.60 -0.05 2.53  0.136
H -2.99 1.79 2.29  0.124

Computed properties:
- Orbital gap (alpha / beta): 5.9 / 5.8 eV
- M: 1356.49 g/mol
- HOMO (alpha / beta): -0.3080 / -0.3100 Eh
- Energy above the lowest of the compared OMol25 structures with the same formula, charge and spin: 3.8 kcal per mole
- 2S+1: 3



2.
Below is a 4-piece molecular cluster, C3H12O4 overall, with properties calculated with ωB97M-V/def2-TZVPD.

Last column: Löwdin charge in e.
Geometry (Å):
O -0.31 1.89 1.36  0.048
C -1.42 2.28 1.11  -0.276
C -2.56 1.32 0.87  -0.223
C -2.75 0.27 1.95  -0.103
H -1.64 3.36 1.06  0.116
H -3.52 1.81 0.68  0.104
H -2.32 0.87 -0.10  0.117
H -1.81 -0.23 2.17  0.072
H -3.08 0.70 2.90  0.074
H -3.47 -0.48 1.64  0.073
H -0.03 -0.77 -2.84  0.031
H 1.12 -1.42 -2.06  0.030
O 0.31 -1.62 -2.54  -0.062
H 1.08 -3.99 0.64  0.030
H 1.90 -4.42 -0.58  0.030
O 1.12 -4.64 -0.06  -0.060
H 6.32 1.56 -1.49  0.041
H 5.44 2.19 -2.55  0.030
O 5.63 1.33 -2.15  -0.071

Computed properties:
- Orbital gap: 10.4 eV
- SMILES: CCC=O.O.O.O
- M: 112.12 g/mol
- HOMO: -0.3659 Eh
- Energy above the lowest of the compared OMol25 structures with the same formula, charge and spin: 20.7 kcal per mole



3.
Below is C29H53BO2P2Yb as an isolated structure at a distorted geometry, with properties calculated with ωB97M-V/def2-TZVPD.

Last column: Löwdin charge in e.
Geometry (Å):
Yb 1.21 -2.90 -2.79  1.304
C 2.85 2.33 -1.04  -0.278
C 2.22 2.54 -2.29  -0.276
C 0.92 3.52 -0.67  -0.270
C 2.04 2.91 -0.03  -0.259
C 1.03 3.28 -2.06  -0.289
C 4.16 1.67 -0.82  -0.092
H 4.36 0.93 -1.61  0.052
H 4.18 1.15 0.15  0.051
H 4.99 2.39 -0.83  0.083
C 2.27 2.90 1.43  -0.077
H 3.27 2.50 1.66  0.067
H 1.53 2.28 1.95  0.035
H 2.21 3.92 1.84  0.076
C -0.15 4.27 0.02  -0.061
H 0.28 5.01 0.70  0.079
H -0.81 3.62 0.61  0.044
H -0.78 4.80 -0.71  0.073
C 0.08 3.73 -3.10  -0.086
H 0.27 4.78 -3.39  0.082
H -0.96 3.67 -2.74  0.054
H 0.16 3.12 -4.01  0.058
C 2.73 2.11 -3.61  -0.092
H 3.25 2.92 -4.14  0.081
H 1.90 1.77 -4.25  0.051
H 3.43 1.27 -3.51  0.047
C 0.95 -4.66 -1.42  -0.329
C 1.95 -4.90 -2.32  -0.305
C 1.80 -5.05 -3.81  -0.232
C 0.35 -5.00 -4.34  -0.173
C -0.28 -3.65 -4.20  -0.215
C -0.97 -3.19 -3.12  -0.226
C -1.50 -4.07 -2.01  -0.166
C -0.48 -5.13 -1.50  -0.195
H 2.29 -5.99 -4.11  0.144
H -0.25 -5.83 -3.93  0.124
H 2.41 -4.28 -4.36  0.116
H -0.57 -6.07 -2.07  0.110
H 1.24 -4.39 -0.39  0.099
H 3.00 -4.94 -1.98  0.121
H -0.78 -5.43 -0.48  0.121
H -1.85 -3.45 -1.17  0.088
H -1.37 -2.16 -3.14  0.113
H -2.41 -4.60 -2.34  0.139
H 0.40 -5.22 -5.42  0.137
H -0.09 -2.98 -5.06  0.141
P 1.13 -0.91 1.45  0.939
C 1.43 -2.41 2.49  -0.277
C 2.12 -1.34 -0.08  -0.303
P -1.55 -0.06 0.27  0.990
C -0.52 -1.48 0.75  -0.485
C -1.19 0.58 -1.39  -0.161
C -3.24 -0.75 0.19  -0.165
H 1.50 -2.05 3.52  0.037
H 2.38 -2.88 2.22  0.046
H 0.61 -3.14 2.42  0.038
H 1.92 -2.37 -0.45  -0.019
H 3.17 -1.30 0.23  0.050
H 1.99 -0.55 -0.84  0.024
H -3.21 -1.84 0.28  0.055
H -3.70 -0.47 -0.76  0.067
H -3.84 -0.33 1.02  0.056
H -1.06 -2.02 1.54  0.073
H -0.38 -2.17 -0.10  0.035
H -1.50 1.63 -1.43  0.074
H -1.77 0.01 -2.13  0.049
H -0.12 0.52 -1.61  0.050
C -0.48 3.12 4.15  -0.004
C -1.30 1.86 3.89  -0.451
C -1.19 0.97 5.11  -0.003
O -0.68 1.17 2.78  0.042
B -1.57 1.26 1.72  -0.639
O -2.63 2.13 1.93  0.104
C -2.76 2.16 3.37  -0.468
C -3.79 1.09 3.78  -0.014
C -3.33 3.49 3.78  -0.001
H -0.84 3.62 5.07  0.102
H -0.54 3.84 3.32  0.097
H 0.58 2.86 4.30  0.103
H -0.13 0.76 5.32  0.102
H -1.61 1.49 5.98  0.106
H -1.71 0.02 4.97  0.086
H -3.99 1.16 4.85  0.103
H -4.73 1.29 3.26  0.103
H -3.47 0.07 3.54  0.088
H -2.68 4.33 3.50  0.094
H -4.32 3.64 3.32  0.104
H -3.47 3.51 4.87  0.106

Computed properties:
- Orbital gap (alpha / beta): 2.9 / 3.0 eV
- Total charge: +1
- M: 679.54 g/mol
- HOMO (alpha / beta): -0.2549 / -0.2549 Eh
- Energy above the lowest of the compared OMol25 structures with the same formula, charge and spin: 20.6 kcal per mole
- 2S+1: 2